Entry 1:
Below is C8H14N3O2PbS2 as an isolated structure, with properties calculated with ωB97M-V/def2-TZVPD.

Calculated values
Net charge: -1
E_LUMO in eV: 2.75
HOMO energy in Eh: -0.044
Gap between HOMO and LUMO in eV: 4.0
2S+1: 1
E_tot in eV: -44004.2747

Each line ends with the Mulliken charge.
Positions of all 30 atoms, in Å:
C 1.38 1.85 0.46  -0.916
Pb 0.69 -0.26 0.32  0.345
N -1.54 -1.78 -0.13  -0.653
N 0.03 0.33 -2.40  -0.674
H -2.32 -1.20 0.20  0.204
H 2.10 -1.30 -0.20  -0.157
H 1.59 1.96 1.53  0.017
H 0.61 2.56 0.15  0.284
H 2.30 1.92 -0.12  0.329
H -0.97 0.48 -2.48  0.272
H 0.27 -0.50 -2.94  0.242
H 0.51 1.12 -2.83  0.231
H -1.81 -2.19 -1.03  0.261
H -1.42 -2.53 0.55  0.246
O 1.69 3.19 4.22  -0.638
S 1.96 1.80 4.47  1.040
O 3.31 1.38 4.75  -0.654
N 1.28 0.85 3.23  -0.545
C 0.16 0.24 3.58  0.617
S -0.90 -0.44 2.45  -0.552
C -0.10 0.28 5.03  0.048
C -1.09 -0.32 5.80  -0.496
C -1.16 -0.03 7.17  -0.527
C -0.24 0.85 7.76  -0.423
C 0.76 1.45 6.99  -0.538
C 0.81 1.14 5.64  0.180
H -1.78 -1.01 5.31  0.377
H -1.94 -0.49 7.77  0.352
H -0.31 1.06 8.82  0.356
H 1.48 2.16 7.41  0.373

---

Entry 2:
Below is a 2-piece molecular cluster, C3H4O2S overall, with properties calculated with ωB97M-V/def2-TZVPD.

Calculated values
E_LUMO in eV: -0.36
HOMO energy in Eh: -0.365
Gap between HOMO and LUMO in eV: 9.6
2S+1: 1
E_tot in eV: -18100.9328
Structure (SMILES): C=S(=O)=O.C#C

Each line ends with the Mulliken charge.
Positions of all 10 atoms, in Å:
C 1.40 -1.12 0.43  -0.374
C 1.45 -1.45 -0.74  -0.358
C -1.15 1.30 0.87  -0.699
O 0.12 1.19 -1.45  -0.498
O -1.59 -0.49 -1.02  -0.470
S -0.73 0.50 -0.52  0.874
H 1.55 -1.56 -1.73  0.435
H 1.28 -0.97 1.52  0.392
H -0.58 2.02 1.33  0.358
H -1.75 0.59 1.32  0.340

---

Entry 3:
Below is C2H3AlBrFNO2 as an isolated structure, with properties calculated with ωB97M-V/def2-TZVPD.

Calculated values
Net charge: -1
E_LUMO in eV: 3.36
HOMO energy in Eh: -0.196
Gap between HOMO and LUMO in eV: 8.7
2S+1: 1
E_tot in eV: -87068.9112

Each line ends with the Mulliken charge.
Positions of all 11 atoms, in Å:
O -2.09 1.56 -0.71  -0.457
C -1.98 0.38 -0.71  0.502
F -3.10 -0.38 -0.90  -0.250
N -0.90 -0.45 -0.53  -0.291
C 0.46 0.11 -0.69  0.449
O 0.66 0.72 -1.71  -0.554
Al 1.87 -0.21 0.77  0.216
Br 0.70 0.11 2.83  -0.480
H -0.97 -0.97 0.33  0.271
H 3.02 0.87 0.61  -0.189
H 2.33 -1.75 0.72  -0.217

---

Entry 4:
Below is C42H42F4N9O4S2Sn as an isolated structure, with properties calculated with ωB97M-V/def2-TZVPD.

Calculated values
Net charge: +1
E_LUMO (spin up / spin down) in eV: -3.37 / -3.20
HOMO energy (spin up / spin down) in Eh: -0.211 / -0.239
Gap between HOMO and LUMO (spin up / spin down) in eV: 2.4 / 3.3
2S+1: 1
E_tot in eV: -104196.5572

Each line ends with the Mulliken charge.
Positions of all 104 atoms, in Å:
Sn -1.04 1.18 0.07  1.849
F 2.45 -3.33 3.59  -0.344
C 2.11 -3.44 2.29  0.703
C 1.23 -2.57 1.73  -1.203
C 0.95 -2.60 0.35  -0.021
C 0.11 -1.64 -0.28  0.960
O -0.61 -0.90 0.51  -0.983
C 0.17 -1.65 -1.76  -0.841
C 0.65 -2.70 -2.45  -0.147
N 1.37 -3.70 -1.80  0.539
C 1.56 -4.91 -2.50  -0.265
C 3.00 -5.17 -3.06  -0.451
C 1.89 -4.84 -3.99  -0.888
C 1.51 -3.65 -0.41  0.089
C 2.41 -4.60 0.17  -0.822
C 2.70 -4.51 1.55  -0.536
N 3.67 -5.28 2.15  0.260
C 3.48 -5.93 3.44  -0.621
C 4.70 -5.81 4.36  -0.665
N 5.95 -6.29 3.62  -0.129
C 6.12 -5.61 2.27  -0.906
C 4.83 -5.82 1.44  -0.674
C -0.17 -0.43 -2.54  0.644
O 0.18 -0.35 -3.76  -0.934
O -0.83 0.47 -1.92  0.024
H 0.74 -1.80 2.32  0.648
H 0.58 -2.72 -3.53  0.614
H 0.99 -5.84 -2.27  0.357
H 3.20 -6.22 -3.09  0.342
H 3.80 -4.41 -2.85  0.241
H 1.52 -5.69 -4.53  0.294
H 1.96 -3.80 -4.41  0.308
H 2.86 -5.43 -0.37  0.731
H 3.21 -7.00 3.29  0.269
H 2.65 -5.42 3.95  0.429
H 4.57 -6.38 5.31  0.350
H 4.95 -4.78 4.64  0.402
H 5.92 -7.29 3.42  0.390
H 6.77 -6.09 4.20  0.349
H 7.00 -5.96 1.70  0.401
H 6.29 -4.53 2.50  0.351
H 4.69 -6.88 1.22  0.368
H 5.00 -5.28 0.50  0.479
F 5.13 5.91 5.17  -0.252
C 5.57 5.34 3.97  0.824
F 6.50 4.36 4.36  -0.260
F 6.26 6.32 3.29  -0.268
C 4.45 4.76 3.22  0.212
C 3.97 5.40 2.06  -0.582
C 3.08 4.73 1.20  -0.716
C 2.61 3.43 1.58  0.420
C 3.06 2.83 2.80  -0.600
C 3.90 3.55 3.67  -0.655
C 1.67 2.73 0.79  0.227
C 0.95 1.79 0.33  -1.058
H 4.31 6.40 1.78  0.404
H 2.72 5.19 0.32  0.558
H 2.75 1.81 2.95  0.566
H 4.16 3.13 4.68  0.316
N 0.84 3.04 -2.50  -0.218
C -0.51 2.90 -2.77  0.169
S -1.61 3.48 -1.58  -0.280
N -0.83 2.30 -3.94  -0.199
C -2.08 2.39 -4.59  0.419
C -2.46 1.30 -5.36  -0.325
C -3.71 1.26 -5.97  -0.754
C -4.59 2.33 -5.79  -0.539
C -4.20 3.45 -5.03  -0.679
C -2.91 3.52 -4.48  -0.150
H 1.13 3.05 -1.50  -0.144
H 1.46 2.45 -3.08  0.318
H -0.29 1.44 -4.17  0.278
H -1.79 0.44 -5.36  0.367
H -4.00 0.38 -6.51  0.398
H -5.53 2.31 -6.30  0.440
H -4.93 4.25 -4.82  0.393
H -2.60 4.42 -3.95  0.541
N -3.14 0.79 -0.56  -0.609
C -4.30 0.91 -0.80  0.288
N -5.56 1.14 -0.77  0.195
C -6.46 0.80 -1.87  -0.441
C -7.86 1.38 -1.78  -0.602
O -8.36 1.45 -0.41  -0.397
C -7.41 2.21 0.40  -0.637
C -6.16 1.36 0.59  0.340
H -6.51 -0.30 -1.89  0.321
H -5.95 1.09 -2.78  0.354
H -8.50 0.68 -2.30  0.350
H -7.96 2.34 -2.29  0.310
H -7.89 2.36 1.40  0.338
H -7.17 3.16 -0.09  0.388
H -6.42 0.39 1.02  0.240
H -5.42 1.94 1.17  -0.241
S -2.05 1.24 2.49  -0.470
C -2.75 2.85 2.35  0.163
N -1.88 3.91 2.34  0.182
C -2.22 5.06 3.02  -0.122
C -3.51 5.25 3.38  -0.824
C -4.40 4.21 3.05  -0.082
N -4.04 3.08 2.49  -0.390
H -0.90 3.73 2.11  0.011
H -1.43 5.79 3.11  0.431
H -3.85 6.15 3.88  0.365
H -5.48 4.29 3.23  0.409

---

Entry 5:
Below is a 2-piece molecular cluster, C3H8OS2 overall, with properties calculated with ωB97M-V/def2-TZVPD.

Calculated values
E_LUMO in eV: 0.32
HOMO energy in Eh: -0.311
Gap between HOMO and LUMO in eV: 8.8
2S+1: 1
E_tot in eV: -26957.2954
Structure (SMILES): C/C=C/O.SS

Each line ends with the Mulliken charge.
Positions of all 14 atoms, in Å:
C 0.29 -1.41 1.49  -0.841
C -0.51 -1.54 0.21  -0.139
C -0.16 -1.18 -1.07  -0.297
O -1.21 -0.89 -1.98  -0.513
H -0.31 -1.77 2.30  0.308
H 1.28 -1.82 1.51  0.307
H 0.37 -0.35 1.71  0.165
H -1.54 -1.87 0.36  0.294
H 0.84 -0.90 -1.41  0.375
H -0.88 -0.46 -2.78  0.342
S 0.11 2.18 -0.77  -0.129
S 1.44 3.63 -0.01  -0.187
H -0.30 1.74 0.44  0.157
H 0.58 4.65 -0.01  0.156

---

Entry 6:
Below is C6H10 as an isolated structure, with properties calculated with ωB97M-V/def2-TZVPD.

Calculated values
E_LUMO in eV: 1.05
HOMO energy in Eh: -0.296
Gap between HOMO and LUMO in eV: 9.1
2S+1: 1
E_tot in eV: -6381.4590

Each line ends with the Mulliken charge.
Positions of all 16 atoms, in Å:
C -1.14 -1.15 1.52  -1.239
C -0.27 -0.36 0.58  0.509
C 1.07 -0.39 0.49  -0.530
C 1.58 0.39 -0.68  -0.463
C 0.37 1.24 -1.11  -0.579
C -0.87 0.56 -0.46  -0.500
H -1.86 -1.76 0.95  0.290
H -0.54 -1.82 2.14  0.315
H -1.74 -0.49 2.17  0.293
H 1.71 -0.98 1.15  0.375
H 2.57 0.39 -1.13  0.357
H 1.92 -0.50 -1.72  0.093
H 0.39 2.29 -0.80  0.274
H 0.33 1.21 -2.19  0.283
H -1.48 -0.02 -1.18  0.258
H -1.56 1.29 0.01  0.264